# 1
C3H5N3O | ωB97M-V/def2-TZVPD

Frontier orbital gap: 0.330 Eh
Highest occupied orbital energy: -8.315 eV
Energy relative to the best compared isomer or geometry (same formula, charge and spin): 327.1 kJ/mol

Atoms and positions in Å:
1 C -0.106 0.541 0.963
2 C -0.345 -0.282 -0.124
3 N -1.389 -1.196 -0.356
4 O -0.936 1.011 1.895
5 N 1.195 0.891 0.814
6 N 1.570 0.006 -1.760
7 C 0.919 -0.032 -0.718
8 H -1.802 0.594 1.763
9 H -1.967 -0.960 -1.152
10 H -1.088 -2.160 -0.437
11 H 1.415 1.880 0.910
12 H 2.535 -0.293 -1.799

***

# 2
C18H13N3O5 | ωB97M-V/def2-TZVPD

Frontier orbital gap: 0.236 Eh
Highest occupied orbital energy: -8.628 eV
Energy relative to the best compared isomer or geometry (same formula, charge and spin): 560.4 kJ/mol
SMILES string: CC1=NN(C(=O)c2ccccc2O)C(=O)/C1=C\c1cccc([N+](=O)[O-])c1

Atoms and positions in Å:
1 C 2.363 -2.300 0.670
2 C 1.119 -1.498 0.379
3 N 0.190 -1.814 -0.471
4 N -0.722 -0.796 -0.469
5 C -1.772 -0.738 -1.340
6 O -2.278 0.319 -1.691
7 C -2.374 -1.970 -1.874
8 C -2.433 -3.127 -1.077
9 C -3.035 -4.274 -1.579
10 C -3.637 -4.300 -2.844
11 C -3.539 -3.143 -3.648
12 C -2.939 -1.984 -3.164
13 O -3.033 -0.868 -3.939
14 C -0.402 0.203 0.429
15 O -1.066 1.220 0.831
16 C 0.800 -0.200 0.984
17 C 1.605 0.437 2.060
18 C 1.818 1.876 2.208
19 C 2.335 2.430 3.388
20 C 2.663 3.795 3.464
21 C 2.379 4.644 2.369
22 C 1.889 4.130 1.157
23 N 1.643 4.955 0.034
24 O 1.919 6.153 0.109
25 O 1.134 4.475 -0.976
26 C 1.612 2.740 1.108
27 H 3.226 -1.753 0.304
28 H 2.230 -3.303 0.228
29 H 2.504 -2.447 1.748
30 H -2.073 -3.194 -0.045
31 H -3.084 -5.192 -1.011
32 H -4.090 -5.191 -3.228
33 H -3.970 -3.096 -4.656
34 H -2.816 -0.083 -3.373
35 H 2.197 -0.157 2.732
36 H 2.601 1.815 4.244
37 H 3.133 4.239 4.339
38 H 2.616 5.697 2.459
39 H 1.288 2.300 0.141

***

# 3
C61H55BrCaCl2N4O5SSi | ωB97M-V/def2-TZVPD

Charge: -2
Frontier orbital gap: 0.134 Eh
Highest occupied orbital energy: 0.093 eV
Energy relative to the best compared isomer or geometry (same formula, charge and spin): 608.1 kJ/mol

Atoms and positions in Å:
1 Ca 0.991 -0.899 0.652
2 C -2.197 3.826 2.477
3 C -1.200 4.127 3.395
4 C -0.169 3.236 3.591
5 C -0.090 1.998 2.922
6 C -1.182 1.644 2.111
7 C -2.177 2.587 1.871
8 C 1.194 1.316 3.048
9 C 1.897 1.339 4.267
10 C 3.256 1.187 4.284
11 C 3.961 1.081 3.055
12 C 5.328 1.270 2.911
13 C 5.897 1.312 1.622
14 C 5.182 0.995 0.521
15 C 3.790 0.489 0.607
16 C 3.146 0.847 1.900
17 N 1.832 0.946 1.906
18 H -3.006 4.514 2.270
19 H -1.210 5.072 3.928
20 H 0.632 3.496 4.272
21 H -2.987 2.305 1.214
22 H 1.350 1.477 5.190
23 H 3.812 1.190 5.215
24 H 5.929 1.493 3.782
25 H 6.927 1.644 1.519
26 H 5.616 1.030 -0.468
27 H 3.186 0.904 -0.202
28 Br 2.004 -2.601 3.763
29 C 3.320 -2.183 2.393
30 C 4.624 -2.456 2.680
31 C 5.523 -2.259 1.590
32 C 5.100 -1.684 0.457
33 C 3.714 -1.125 0.344
34 N 2.800 -1.749 1.273
35 C 3.082 -1.234 -1.074
36 O 4.127 -0.852 -2.073
37 O 1.930 -0.586 -1.185
38 H 4.954 -2.836 3.630
39 H 6.548 -2.600 1.688
40 H 5.783 -1.468 -0.346
41 C -1.520 0.300 -0.706
42 Si -2.115 1.589 -1.984
43 C -0.595 2.567 -2.688
44 N 0.565 2.364 -1.849
45 C 0.568 3.150 -0.634
46 C 1.000 4.607 -0.862
47 C 2.375 4.639 -1.524
48 C 2.327 3.837 -2.822
49 C 1.847 2.411 -2.514
50 C -2.804 0.804 -3.586
51 C -2.118 -0.255 -4.185
52 C -2.493 -0.743 -5.422
53 C -3.559 -0.173 -6.103
54 C -4.252 0.881 -5.527
55 C -3.877 1.358 -4.285
56 C -3.513 2.728 -1.376
57 C -4.715 2.175 -0.922
58 C -5.748 2.981 -0.479
59 C -5.608 4.361 -0.468
60 C -4.422 4.928 -0.909
61 C -3.397 4.117 -1.358
62 H -0.475 0.531 -0.467
63 H -1.524 -0.700 -1.159
64 H -0.817 3.633 -2.862
65 H -0.373 2.146 -3.671
66 H 1.252 2.676 0.080
67 H -0.434 3.130 -0.197
68 H 1.012 5.138 0.092
69 H 0.277 5.109 -1.512
70 H 3.105 4.180 -0.853
71 H 2.693 5.672 -1.713
72 H 3.316 3.794 -3.282
73 H 1.648 4.320 -3.533
74 H 2.578 1.930 -1.860
75 H 1.796 1.816 -3.429
76 H -1.270 -0.688 -3.669
77 H -1.950 -1.566 -5.871
78 H -3.848 -0.545 -7.078
79 H -5.080 1.338 -6.055
80 H -4.413 2.186 -3.840
81 H -4.834 1.102 -0.900
82 H -6.673 2.540 -0.126
83 H -6.416 4.994 -0.118
84 H -4.300 6.006 -0.895
85 H -2.478 4.572 -1.699
86 C -0.713 -3.382 -2.656
87 S 0.428 -2.095 -1.857
88 O 0.456 -2.633 -0.483
89 C 1.909 -2.696 -2.655
90 C 3.068 -2.666 -1.734
91 C 4.344 -2.219 -2.441
92 C 4.437 -2.471 -3.912
93 C 3.330 -2.730 -4.623
94 C 2.040 -2.697 -3.996
95 H -0.423 -4.363 -2.305
96 H -0.647 -3.321 -3.735
97 H -1.730 -3.161 -2.347
98 H 3.104 -3.509 -1.039
99 H 5.248 -2.615 -1.950
100 H 5.420 -2.420 -4.359
101 H 3.371 -2.905 -5.691
102 H 1.175 -2.639 -4.643
103 Cl -1.542 -4.320 0.413
104 C -0.961 -4.859 1.929
105 C -0.298 -6.073 2.029
106 C 0.103 -6.543 3.269
107 C -0.176 -5.814 4.412
108 C -0.805 -4.587 4.291
109 Cl -1.153 -3.678 5.702
110 C -1.198 -4.060 3.058
111 N -1.785 -2.793 3.006
112 C -3.077 -2.606 2.570
113 C -3.968 -3.663 2.382
114 C -5.253 -3.433 1.930
115 C -5.683 -2.146 1.667
116 C -4.829 -1.082 1.923
117 C -3.547 -1.291 2.396
118 C -2.692 -0.129 2.780
119 C -1.573 0.208 1.724
120 O -2.308 0.262 0.463
121 O -0.608 -0.702 1.742
122 H -0.097 -6.644 1.135
123 H 0.617 -7.490 3.346
124 H 0.092 -6.177 5.392
125 H -1.150 -2.023 2.678
126 H -3.633 -4.674 2.567
127 H -5.917 -4.273 1.765
128 H -6.681 -1.972 1.291
129 H -5.161 -0.065 1.762
130 H -2.159 -0.328 3.714
131 H -3.324 0.746 2.919

***

# 4
C49H88BCl22F5I2N3O4 | ωB97M-V/def2-TZVPD

Charge: +1
Frontier orbital gap: 0.314 Eh
Highest occupied orbital energy: -11.075 eV
Energy relative to the best compared isomer or geometry (same formula, charge and spin): 0.0 kJ/mol

Atoms and positions in Å:
1 C -1.700 0.660 4.242
2 C -2.204 0.823 2.791
3 N -1.283 0.353 1.755
4 C -0.534 1.249 0.884
5 C -0.238 2.533 1.690
6 O 0.433 2.237 2.879
7 C 0.474 3.341 3.754
8 C 1.421 4.445 3.320
9 N 0.708 0.512 0.642
10 B 0.957 -0.593 1.632
11 C 0.578 -2.133 1.403
12 O 1.498 -0.308 2.860
13 C 1.667 0.743 -0.468
14 C 1.801 -0.602 -1.218
15 C 2.056 -0.776 -2.718
16 C 1.865 -2.297 -3.008
17 O 3.344 -0.413 -3.162
18 C 3.029 1.231 0.177
19 F 3.643 2.138 -0.677
20 F 2.769 1.969 1.286
21 C 4.069 0.184 0.495
22 C 4.899 -0.308 -0.507
23 C 5.863 -1.259 -0.239
24 C 6.036 -1.756 1.042
25 C 5.237 -1.234 2.049
26 C 5.416 -1.728 3.460
27 F 4.947 -0.872 4.378
28 F 4.697 -2.884 3.621
29 F 6.686 -2.040 3.741
30 C 4.276 -0.275 1.783
31 C 1.136 1.964 -1.246
32 I 1.990 2.597 -3.139
33 N -0.315 1.889 -1.574
34 C -1.323 1.628 -0.443
35 C -2.079 2.974 -0.312
36 C -3.091 3.398 -1.375
37 C -2.686 3.405 -2.862
38 O -1.898 4.543 -3.181
39 C -2.276 0.557 -1.042
40 I -4.177 0.308 -0.056
41 C -1.646 -0.823 -1.318
42 C -2.618 -1.917 -1.788
43 H -1.890 1.567 4.814
44 H -2.167 -0.199 4.718
45 H -0.623 0.515 4.255
46 H -2.648 1.806 2.631
47 H -3.078 0.172 2.743
48 H -1.702 -0.422 1.267
49 H -1.133 3.102 1.956
50 H 0.372 3.233 1.102
51 H 0.829 2.951 4.709
52 H -0.520 3.775 3.934
53 H 1.143 4.884 2.359
54 H 2.445 4.085 3.211
55 H 1.437 5.277 4.023
56 H 1.173 -2.598 0.612
57 H 0.752 -2.732 2.298
58 H -0.475 -2.262 1.141
59 H 1.089 -0.885 3.516
60 H 0.852 -1.111 -1.109
61 H 2.499 -1.267 -0.708
62 H 1.249 -0.297 -3.286
63 H 1.381 -2.816 -2.186
64 H 1.336 -2.429 -3.952
65 H 2.851 -2.726 -3.165
66 H 3.304 0.013 -4.024
67 H 4.832 0.058 -1.521
68 H 6.494 -1.621 -1.040
69 H 6.782 -2.501 1.309
70 H 3.709 0.118 2.612
71 H 1.350 2.853 -0.664
72 H -0.512 2.802 -2.001
73 H -0.400 1.223 -2.346
74 H -2.607 2.938 0.637
75 H -1.317 3.756 -0.256
76 H -3.313 4.444 -1.150
77 H -4.072 2.930 -1.308
78 H -3.596 3.381 -3.465
79 H -2.064 2.564 -3.166
80 H -2.375 5.344 -2.925
81 H -2.556 0.913 -2.032
82 H -1.086 -1.222 -0.477
83 H -0.941 -0.691 -2.148
84 H -2.026 -2.648 -2.342
85 H -3.383 -1.541 -2.462
86 H -3.036 -2.454 -0.941
87 Cl 8.846 -2.626 0.625
88 C 10.613 -2.840 0.442
89 C 11.287 -1.568 0.003
90 Cl 10.852 -1.124 -1.671
91 H 10.780 -3.643 -0.271
92 H 10.996 -3.151 1.413
93 H 12.367 -1.704 0.026
94 H 11.026 -0.735 0.648
95 Cl -6.982 -4.041 -0.477
96 C -8.447 -3.039 -0.293
97 C -8.121 -1.569 -0.252
98 Cl -7.248 -1.129 1.241
99 H -8.961 -3.356 0.611
100 H -9.088 -3.248 -1.149
101 H -9.041 -0.987 -0.267
102 H -7.509 -1.271 -1.100
103 Cl 1.328 8.125 4.011
104 C -0.241 8.480 4.776
105 C -1.087 7.244 4.941
106 Cl -1.655 6.600 3.374
107 H -0.745 9.230 4.172
108 H -0.029 8.909 5.754
109 H -1.974 7.480 5.525
110 H -0.539 6.452 5.447
111 Cl 3.241 -5.518 -4.373
112 C 2.553 -6.695 -3.224
113 C 1.696 -6.031 -2.180
114 Cl 2.657 -5.035 -1.052
115 H 3.375 -7.246 -2.776
116 H 1.949 -7.389 -3.807
117 H 1.192 -6.788 -1.582
118 H 0.943 -5.390 -2.633
119 Cl -7.840 -1.982 4.300
120 C -8.685 -3.380 5.011
121 C -9.240 -4.294 3.949
122 Cl -10.583 -3.539 3.044
123 H -9.464 -2.999 5.666
124 H -7.960 -3.922 5.616
125 H -9.636 -5.196 4.411
126 H -8.475 -4.579 3.231
127 Cl 10.449 -0.943 3.446
128 C 11.837 -0.744 4.548
129 C 13.050 -1.494 4.059
130 Cl 12.825 -3.261 4.140
131 H 11.528 -1.079 5.534
132 H 12.061 0.320 4.596
133 H 13.908 -1.250 4.683
134 H 13.286 -1.236 3.030
135 Cl 8.235 -8.329 0.276
136 C 7.263 -6.957 -0.311
137 C 5.795 -7.131 -0.020
138 Cl 5.067 -8.448 -0.983
139 H 7.446 -6.849 -1.377
140 H 7.629 -6.065 0.197
141 H 5.259 -6.219 -0.277
142 H 5.619 -7.352 1.029
143 Cl -4.048 6.723 -1.559
144 C -4.035 8.473 -1.934
145 C -4.970 8.796 -3.068
146 Cl -4.382 8.122 -4.611
147 H -3.012 8.758 -2.164
148 H -4.346 8.994 -1.030
149 H -5.040 9.875 -3.193
150 H -5.967 8.403 -2.888
151 Cl 2.420 -5.213 -9.042
152 C 3.070 -6.825 -8.645
153 C 1.978 -7.831 -8.387
154 Cl 1.091 -7.476 -6.882
155 H 3.722 -6.719 -7.781
156 H 3.668 -7.146 -9.496
157 H 2.412 -8.823 -8.276
158 H 1.257 -7.858 -9.200
159 Cl -7.619 5.307 -6.828
160 C -6.271 6.402 -7.243
161 C -6.647 7.389 -8.317
162 Cl -6.891 6.604 -9.897
163 H -5.426 5.788 -7.547
164 H -6.006 6.933 -6.331
165 H -5.843 8.113 -8.441
166 H -7.559 7.922 -8.063
167 Cl -13.893 -0.230 6.364
168 C -12.695 0.480 5.254
169 C -11.474 -0.389 5.105
170 Cl -10.503 -0.444 6.600
171 H -12.437 1.468 5.627
172 H -13.183 0.590 4.286
173 H -10.828 0.011 4.324
174 H -11.740 -1.409 4.841

***

# 5
C2HF2N | ωB97M-V/def2-TZVPD

Frontier orbital gap: 0.413 Eh
Highest occupied orbital energy: -12.525 eV
Energy relative to the best compared isomer or geometry (same formula, charge and spin): 294.7 kJ/mol

Atoms and positions in Å:
1 C -1.687 -0.609 -0.103
2 C 1.518 0.047 0.048
3 N -2.689 -0.619 0.243
4 F 1.799 0.886 -1.002
5 F 1.590 0.853 1.089
6 H -0.531 -0.558 -0.275

***

# 6
C11H24NO5S2 | ωB97M-V/def2-TZVPD

Charge: -1
Frontier orbital gap: 0.308 Eh
Highest occupied orbital energy: -5.675 eV
SMILES string: COCCCCCCCCCCS(=O)(=O)N=[S@H](=O)[O-]

Atoms and positions in Å:
1 C -1.985 0.366 -4.902
2 O -0.588 -0.156 -4.919
3 C 0.334 0.877 -4.340
4 C 0.724 0.557 -2.780
5 C 2.063 -0.367 -2.580
6 C 2.641 -0.431 -1.045
7 C 1.502 -0.365 0.131
8 C 1.813 -1.464 1.345
9 C 0.775 -2.715 1.230
10 C -0.515 -2.698 2.218
11 C -0.740 -1.350 3.111
12 C -1.298 -0.042 2.294
13 S -0.582 1.475 3.202
14 O -1.197 1.461 4.655
15 O 0.972 1.347 3.423
16 N -0.837 2.978 2.350
17 S -2.296 3.758 2.960
18 O -3.494 2.964 2.308
19 O -2.375 5.252 2.494
20 H -2.754 -0.538 -5.019
21 H -2.260 0.874 -3.863
22 H -2.209 1.087 -5.804
23 H 1.243 1.106 -5.044
24 H -0.319 1.876 -4.318
25 H 0.805 1.532 -2.116
26 H -0.182 -0.068 -2.329
27 H 1.773 -1.472 -2.926
28 H 2.904 -0.028 -3.356
29 H 3.331 -1.405 -0.996
30 H 3.403 0.479 -0.922
31 H 0.436 -0.671 -0.292
32 H 1.494 0.713 0.591
33 H 2.895 -1.897 1.081
34 H 1.921 -0.975 2.401
35 H 0.380 -2.816 0.108
36 H 1.401 -3.704 1.443
37 H -0.409 -3.618 2.970
38 H -1.489 -2.926 1.579
39 H -1.582 -1.616 3.915
40 H 0.232 -1.132 3.768
41 H -2.477 0.013 2.457
42 H -1.075 -0.038 1.145
43 H -2.379 3.778 4.371

***

# 7
C16H20F3O4ReS | ωB97M-V/def2-TZVPD

Charge: -1
Frontier orbital gap (alpha / beta): 0.172 / 0.240 Eh
Highest occupied orbital energy (alpha / beta): -1.831 / -3.778 eV
Multiplicity: 4
<S²>: 3.766

Atoms and positions in Å:
1 Re 0.020 0.339 -0.029
2 C 0.035 2.467 -0.118
3 C 0.234 1.923 -1.443
4 C -0.936 1.157 -1.785
5 H 1.087 2.107 -2.074
6 C -1.838 1.201 -0.672
7 C -1.249 2.043 0.336
8 H -1.728 2.390 1.249
9 H 0.685 3.171 0.381
10 H -1.144 0.695 -2.746
11 H -2.830 0.758 -0.655
12 C 0.780 -0.919 1.946
13 C -0.188 0.141 2.119
14 C -1.431 -0.347 1.545
15 H -0.060 1.017 2.744
16 C -1.202 -1.661 1.007
17 C 0.169 -1.982 1.213
18 H 0.654 -2.909 0.940
19 H 1.725 -0.986 2.455
20 H -2.411 0.100 1.691
21 H -1.964 -2.304 0.582
22 O 1.027 -0.853 -1.276
23 C -1.319 -3.042 -2.611
24 C -0.133 -2.393 -3.240
25 C -2.622 -2.354 -2.621
26 C -1.086 -4.221 -1.744
27 C 1.004 -1.427 -2.603
28 H -0.488 -1.831 -4.124
29 H 0.469 -3.212 -3.681
30 H 1.958 -1.977 -2.614
31 H 1.125 -0.558 -3.266
32 H -3.422 -2.983 -3.045
33 H -2.573 -1.425 -3.207
34 H -2.941 -2.059 -1.611
35 H -1.222 -5.174 -2.282
36 H -1.750 -4.232 -0.868
37 H -0.058 -4.217 -1.361
38 F 4.832 2.623 1.850
39 C 3.782 1.775 1.914
40 F 4.035 0.817 2.843
41 F 2.678 2.460 2.305
42 S 3.465 0.981 0.270
43 O 3.166 2.075 -0.636
44 O 4.642 0.190 0.031
45 O 2.235 0.197 0.627

***

# 8
C5H11N2 | ωB97M-V/def2-TZVPD

Charge: +1
Frontier orbital gap: 0.348 Eh
Highest occupied orbital energy: -14.196 eV
Energy relative to the best compared isomer or geometry (same formula, charge and spin): 198.4 kJ/mol
SMILES string: C=CCC(=[NH2+])CN

Atoms and positions in Å:
1 C -1.848 2.114 0.471
2 C -1.345 1.270 -0.421
3 C 0.233 0.834 -0.301
4 C 0.491 -0.516 -0.528
5 N 0.229 -1.030 -1.750
6 C 1.037 -1.494 0.452
7 N 1.255 -0.841 1.748
8 H -2.799 2.460 0.187
9 H -1.288 2.309 1.310
10 H -1.875 0.862 -1.266
11 H 0.468 1.437 -1.199
12 H 0.581 1.098 0.715
13 H -0.160 -0.386 -2.448
14 H 0.586 -1.968 -1.947
15 H 0.410 -2.449 0.457
16 H 2.018 -1.646 -0.095
17 H 1.658 -1.540 2.393
18 H 0.349 -0.512 2.222

***

# 9
C3H17CrN4O6 | ωB97M-V/def2-TZVPD

Charge: +2
Frontier orbital gap (alpha / beta): 0.338 / 0.254 Eh
Highest occupied orbital energy (alpha / beta): -14.980 / -16.306 eV
Multiplicity: 6
<S²>: 8.757

Atoms and positions in Å:
1 Cr -0.730 0.400 -0.988
2 C -2.861 -1.179 0.880
3 O -2.262 -0.003 0.432
4 H -3.798 -1.239 0.325
5 H -2.190 -2.034 0.796
6 H -3.151 -1.108 1.929
7 C 1.502 2.121 0.946
8 O 0.666 1.692 0.218
9 N 1.691 3.333 1.171
10 N 2.192 1.340 1.679
11 H 2.387 3.476 1.888
12 H 1.101 4.045 0.764
13 H 3.077 1.741 1.955
14 H 1.914 0.379 1.820
15 C 0.826 -2.090 0.693
16 O 0.476 -1.121 0.068
17 N 2.054 -2.385 0.829
18 N 0.083 -2.861 1.325
19 H 2.256 -3.061 1.552
20 H 2.546 -2.005 0.033
21 H -0.903 -2.644 1.347
22 H 0.524 -3.657 1.764
23 O 0.983 0.400 -2.348
24 H 1.575 -0.197 -2.805
25 H 1.385 1.263 -2.453
26 O -1.709 -0.614 -2.499
27 H -1.364 -0.715 -3.386
28 H -2.571 -1.028 -2.528
29 O -1.736 2.232 -1.761
30 H -1.360 3.082 -1.533
31 H -2.601 2.439 -2.115